[1]
Formula: C25H32As2ClO12PPtS2
Source: the Open Molecules 2025 dataset
Level of theory: wB97M-V/def2-TZVPD

Kohn-Sham gap (alpha / beta) in Ha: 0.158 / 0.149
Energy above the lowest of the compared OMol25 structures with the same formula, charge and spin in eV: 2.085
HOMO level (alpha / beta) in eV: -3.35 / -3.10
Charge: -1
<S²>: 0.755
2S+1: 2
Calculated total energy in eV: -219421.5410

Element x y z (Å)
Pt: 1.1271 -0.9103 0.3034
C: -2.7659 -4.2748 3.0108
C: -1.2801 -4.5311 3.1831
O: -0.6016 -3.2905 3.3591
P: 0.4419 -2.7981 2.2617
S: 1.1613 -1.0322 2.8667
S: -0.1789 -3.1519 0.3598
O: 1.5860 -3.9267 2.5382
C: 2.6838 -4.0254 1.6415
C: 3.5879 -5.1456 2.1139
H: -3.2916 -5.1990 2.7862
H: -2.9031 -3.5710 2.1946
H: -3.1726 -3.8458 3.9229
H: -0.8827 -5.0485 2.3036
H: -1.0718 -5.1298 4.0761
H: 3.2249 -3.0737 1.6163
H: 2.2915 -4.2285 0.6378
H: 3.9402 -4.9412 3.1203
H: 4.4393 -5.2277 1.4459
H: 3.0416 -6.0856 2.1213
Cl: 5.8510 -1.2669 -5.7546
C: 4.5513 -1.1924 -4.6011
C: 3.2316 -1.1272 -5.0652
C: 2.2102 -1.0126 -4.1687
C: 2.4257 -0.9380 -2.7586
O: 1.4337 -0.6956 -2.0108
C: 3.7836 -1.1135 -2.3094
C: 4.1476 -1.2214 -0.9417
O: 3.4411 -1.2847 0.0771
C: 4.8208 -1.2003 -3.2629
H: 3.0316 -1.1491 -6.1271
H: 1.1878 -0.9286 -4.5077
H: 5.2437 -1.2912 -0.7740
H: 5.8394 -1.2736 -2.9059
C: 3.3353 1.8443 0.2310
O: 1.9400 1.7116 0.0095
C: 1.4694 2.1215 -1.1918
O: 2.1846 2.4816 -2.0928
C: -0.0008 2.0883 -1.1511
C: -0.7513 3.1474 -1.4559
As: -2.6948 3.2742 -1.3782
C: -2.6299 4.8997 -0.2369
C: -3.0958 2.0000 0.0544
C: -2.2496 1.0251 0.5604
As: -0.7332 0.4166 -0.4811
C: -1.6332 -0.1632 -2.1321
C: -2.3611 0.1798 1.7108
O: -1.7753 -0.9108 1.7487
O: -3.0630 0.6348 2.7710
C: -3.0325 -0.2123 3.9043
C: -4.4891 2.1383 0.2989
O: -5.1538 3.0366 -0.2392
O: -5.0713 1.1877 1.0706
C: -6.4699 1.2929 1.1997
C: -0.2233 4.4093 -1.9848
O: -0.7541 4.9810 -2.9121
O: 0.8230 4.9111 -1.3185
C: 1.3093 6.1558 -1.7924
H: 3.5979 1.1307 1.0094
H: 3.5577 2.8655 0.5563
H: 3.8843 1.6308 -0.6875
H: -2.2668 5.7401 -0.8283
H: -1.9695 4.7280 0.6128
H: -3.6356 5.1168 0.1140
H: -2.5761 0.3851 -2.2412
H: -1.8300 -1.2335 -2.0806
H: -0.9676 0.0461 -2.9667
H: -3.7468 0.2024 4.6137
H: -2.0262 -0.2372 4.3360
H: -3.3121 -1.2324 3.6274
H: -6.7780 0.4880 1.8615
H: -6.9539 1.1904 0.2253
H: -6.7474 2.2615 1.6216
H: 2.2014 6.3762 -1.2117
H: 0.5591 6.9386 -1.6525
H: 1.5520 6.0873 -2.8531

***

[2]
Formula: C25H32BCrIN6O4PS2
Source: the Open Molecules 2025 dataset
Level of theory: wB97M-V/def2-TZVPD

Kohn-Sham gap (alpha / beta) in Ha: 0.283 / 0.288
Energy above the lowest of the compared OMol25 structures with the same formula, charge and spin in eV: 0.000
HOMO level (alpha / beta) in eV: -7.83 / -7.83
<S²>: 3.820
2S+1: 4
Calculated total energy in eV: -111736.5030

Element x y z (Å)
Cr: -1.0814 0.2020 0.3938
C: 2.5571 0.3333 -3.5240
O: 1.6161 1.1537 -2.8126
C: 0.9543 0.6405 -1.7908
O: 0.1670 1.3489 -1.1647
N: 1.1916 -0.6483 -1.4657
N: 0.3491 -1.1745 -0.4680
H: 3.0514 0.9993 -4.2227
H: 2.0382 -0.4542 -4.0724
H: 3.2899 -0.0936 -2.8400
H: 1.4561 -1.3461 -2.1721
H: 0.9212 -1.6335 0.2347
H: -0.2237 -1.8936 -0.9218
O: -2.8530 3.8308 0.7541
C: -2.0310 2.9501 0.8166
O: -2.3104 1.6675 0.7321
C: -0.5345 3.2821 0.9563
P: 0.2339 1.8095 1.7014
C: 2.0332 2.0093 1.6644
C: 2.8139 1.0535 2.3177
C: 4.1951 1.1478 2.3051
C: 4.8123 2.1941 1.6296
C: 4.0445 3.1368 0.9645
C: 2.6582 3.0458 0.9791
C: -0.2157 2.0021 3.4591
C: 0.6572 2.5841 4.3775
C: 0.2698 2.7606 5.6971
C: -0.9909 2.3570 6.1130
C: -1.8679 1.7860 5.2029
C: -1.4865 1.6103 3.8815
H: -0.3876 4.1892 1.5391
H: -0.1464 3.4232 -0.0532
H: 2.3335 0.2395 2.8507
H: 4.7909 0.4076 2.8229
H: 5.8916 2.2732 1.6241
H: 4.5221 3.9510 0.4352
H: 2.0687 3.7856 0.4536
H: 1.6451 2.9014 4.0687
H: 0.9550 3.2179 6.3991
H: -1.2893 2.4904 7.1447
H: -2.8539 1.4689 5.5155
H: -2.1901 1.1797 3.1800
C: 1.7159 -4.4356 -0.6156
N: 0.3502 -4.3802 -1.0836
C: -0.7240 -5.0303 -0.5016
C: -1.8085 -4.7017 -1.2325
N: -1.4151 -3.8555 -2.2452
B: -2.4215 -3.3055 -3.3074
N: -2.2853 -1.7528 -3.4806
C: -2.1444 -1.1532 -4.7088
C: -2.1832 0.1857 -4.5363
N: -2.3516 0.4053 -3.1828
C: -2.6979 1.6982 -2.6157
C: -2.4181 -0.7945 -2.5578
S: -2.6937 -1.0780 -0.8707
C: -0.0896 -3.6566 -2.1510
S: 0.9193 -2.7519 -3.2004
H: 1.8773 -5.3857 -0.1107
H: 1.9313 -3.6264 0.0867
H: 2.3859 -4.3489 -1.4673
H: -0.6124 -5.6603 0.3622
H: -2.8386 -4.9829 -1.1138
H: -2.1883 -3.8089 -4.3781
H: -3.5342 -3.5412 -2.9071
H: -2.0052 -1.7421 -5.5965
H: -2.1083 0.9994 -5.2351
H: -1.9824 2.4479 -2.9471
H: -2.6924 1.6384 -1.5339
H: -3.7027 1.9801 -2.9303
I: -3.0210 -1.8287 2.5848
C: -1.0905 -1.0942 2.0128
H: -0.5018 -1.9954 1.8306
H: -0.7240 -0.6332 2.9267

***

[3]
Formula: C25H32BF2InN9O2S
Source: the Open Molecules 2025 dataset
Level of theory: wB97M-V/def2-TZVPD

Kohn-Sham gap in Ha: 0.253
Energy above the lowest of the compared OMol25 structures with the same formula, charge and spin in eV: 0.000
HOMO level in eV: -9.98
Charge: +1
Calculated total energy in eV: -66069.2687

Element x y z (Å)
In: -0.5965 0.0327 0.0297
O: -0.7654 4.6657 3.1533
C: -0.8397 3.6426 4.0104
C: -0.9297 3.9959 5.3327
C: -1.0461 3.0601 6.3247
C: -1.1562 1.7130 5.9949
C: -1.1002 1.3354 4.6655
C: -0.9509 2.2881 3.6464
C: -1.1415 1.7998 2.2626
O: -1.1071 0.5179 2.0705
N: -1.3652 2.7055 1.3259
N: -1.6908 2.1284 0.1593
C: -2.2580 2.7824 -0.7683
C: -2.6918 2.0698 -1.9526
C: -2.9158 2.8424 -3.0901
C: -3.2021 2.1728 -4.2580
C: -3.2322 0.8121 -4.2587
C: -3.0211 0.1241 -3.0363
N: -2.7631 0.7475 -1.9010
H: -0.9389 4.3126 2.2571
H: -0.8503 5.0443 5.6033
H: -1.1100 3.3990 7.3490
H: -1.2408 0.9988 6.7851
H: -1.1709 0.2963 4.3882
H: -2.4591 3.8397 -0.6344
H: -2.8533 3.9250 -3.0882
H: -3.3856 2.7183 -5.1902
H: -3.4463 0.2850 -5.1780
H: -3.0106 -0.9616 -3.0186
C: 1.1159 -4.1641 1.3494
C: 0.2229 -2.9617 1.2103
N: 0.6411 -1.7719 1.4162
N: 1.8952 -1.6581 1.9309
C: 2.5391 -0.4630 2.0381
N: 3.7197 -0.5199 2.7221
S: 2.0361 0.9585 1.3381
C: -1.2131 -3.0628 0.8036
C: -1.8375 -4.2830 0.7832
C: -3.1938 -4.3310 0.4579
C: -3.8869 -3.1687 0.1949
C: -3.1704 -1.9906 0.2405
N: -1.8521 -1.9175 0.4892
H: 2.1550 -3.9669 1.0071
H: 0.7453 -4.9957 0.7615
H: 1.1584 -4.4908 2.3775
H: 2.2300 -2.4293 2.4726
H: 3.9449 -1.3230 3.3001
H: 4.1123 0.3516 3.0103
H: -1.3134 -5.2007 1.0466
H: -3.7009 -5.2825 0.4120
H: -4.9454 -3.1504 -0.0022
H: -3.6437 -1.0536 -0.0048
F: -0.0832 -0.3661 -3.0951
B: 0.4889 -0.6877 -1.8450
F: 0.7344 -2.0636 -1.7831
C: 2.7567 0.5260 -4.1884
C: 3.0289 -0.2301 -2.9096
C: 4.3459 0.2294 -2.2895
C: 3.0517 -1.7395 -3.2386
N: 1.9463 0.0845 -1.8439
N: 1.6247 1.4779 -1.7947
H: 3.5115 0.2309 -4.9204
H: 2.8317 1.6129 -4.0781
H: 1.7814 0.3062 -4.6322
H: 5.1906 0.1389 -2.9923
H: 4.6261 -0.3934 -1.4401
H: 4.3408 1.2631 -1.9915
H: 3.9377 -1.8992 -3.8801
H: 2.1514 -2.1092 -3.7179
H: 3.2264 -2.3423 -2.3482
H: 2.3692 -0.1379 -0.9430
H: 1.1452 1.6564 -2.6631
H: 2.4739 2.0241 -1.7443

***

[4]
Formula: C25H32BO4Sc
Source: the Open Molecules 2025 dataset
Level of theory: wB97M-V/def2-TZVPD

Kohn-Sham gap (alpha / beta) in Ha: 0.221 / 0.212
Energy above the lowest of the compared OMol25 structures with the same formula, charge and spin in eV: 1.808
HOMO level (alpha / beta) in eV: -5.51 / -5.23
Calculated total energy in eV: -56006.7463

Element x y z (Å)
O: 2.3012 1.5248 -2.5749
C: 1.5780 2.6650 -3.1442
C: 1.8999 2.1765 -4.5784
H: 2.0678 3.6568 -2.8748
H: 0.4924 2.7128 -2.9339
C: 2.6385 0.9512 -3.8506
H: 2.5952 2.8231 -5.1618
H: 1.0464 1.8482 -5.2024
C: 4.1983 0.9002 -3.9979
H: 4.8664 1.7655 -3.6845
H: 4.3631 0.8015 -5.0881
H: 4.5662 -0.0206 -3.5023
C: 2.0525 -0.4775 -4.0970
H: 0.9876 -0.7177 -4.2791
H: 2.2972 -1.2198 -3.3378
H: 2.4841 -0.9911 -4.9673
Sc: -0.4082 -0.4985 0.3632
C: -2.5850 -0.7881 -0.6461
C: -2.6361 0.0484 0.5005
C: -1.9240 1.2510 0.1937
H: -3.3196 0.0115 1.3296
C: -1.4761 1.1536 -1.1533
C: -1.8482 -0.1172 -1.6517
H: -1.7439 -0.4800 -2.6685
H: -3.1815 -1.6715 -0.8085
H: -1.9116 2.1349 0.8240
H: -1.1222 1.9648 -1.7723
C: -0.1505 -2.7360 0.8626
C: 0.2432 -2.4724 -0.4946
C: 1.4493 -1.7290 -0.4635
H: -0.2234 -2.8790 -1.3727
C: 1.6820 -1.3341 0.8758
C: 0.6918 -1.9362 1.7070
H: 0.6395 -1.9557 2.7843
H: -0.6029 -3.6710 1.1844
H: 2.1543 -1.6269 -1.2779
H: 2.5497 -0.7706 1.2080
O: 1.7007 1.6759 0.5436
C: 3.0756 2.2595 0.3128
C: 3.2097 3.5959 1.0290
H: 3.3783 2.2857 -0.7599
H: 3.8924 1.6547 0.7785
C: 2.0272 3.6903 1.9770
H: 3.3523 4.4717 0.3857
H: 4.1237 3.5676 1.6156
C: 1.2020 2.3826 1.7587
H: 1.3812 4.5704 1.8239
H: 2.3733 3.8273 3.0201
H: 0.1195 2.6264 1.6703
H: 1.2929 1.7456 2.6906
O: -2.4112 -1.9498 2.6514
B: -2.5328 -2.5017 1.3452
O: -3.6486 -3.3324 1.3411
C: -4.2160 -3.3107 2.5937
C: -5.3966 -3.9136 2.9748
C: -5.8102 -3.6127 4.2896
C: -5.0394 -2.7668 5.1070
C: -3.8780 -2.1036 4.6800
C: -3.4586 -2.4369 3.4070
H: -5.9394 -4.6027 2.3055
H: -6.7424 -4.0746 4.6462
H: -5.3269 -2.6380 6.1450
H: -3.4404 -1.4069 5.4187

***

[5]
Formula: C25H32BO7S
Source: the Open Molecules 2025 dataset
Level of theory: wB97M-V/def2-TZVPD

Kohn-Sham gap in Ha: 0.205
HOMO level in eV: -4.57
Charge: -1
Calculated total energy in eV: -52289.8768

Element x y z (Å)
C: -1.8194 -5.6069 -0.7630
C: -1.6032 -4.3304 0.0684
O: -2.4277 -3.2447 -0.3792
C: -3.5271 -3.0921 0.4169
O: -4.4064 -3.8658 0.4136
C: -3.5418 -1.8866 1.3041
C: -2.9076 -2.2637 2.6659
C: -1.3890 -2.0124 2.7474
B: -0.9343 -0.9297 3.8819
C: -1.5908 -1.2046 5.3790
S: -1.5094 0.8241 3.2634
C: 0.6773 -0.8692 4.0935
O: 1.3815 -0.5155 2.8785
C: 2.6556 -0.0066 3.1314
O: 3.5833 -0.4894 2.2121
C: 3.4331 0.0828 0.9259
C: 3.7451 1.5603 0.8488
O: 2.5416 2.3221 0.8543
H: -2.1658 -6.4212 -0.1428
H: -2.4987 -5.4079 -1.5731
H: -0.8623 -5.9005 -1.1858
H: -1.8063 -4.5829 1.0996
H: -0.5780 -4.0059 0.0031
H: -3.0568 -1.0274 0.8579
H: -4.5873 -1.6655 1.4723
H: -3.4512 -1.7338 3.4333
H: -3.0913 -3.3238 2.8156
H: -0.8724 -2.9710 2.8257
H: -1.0979 -1.6057 1.7776
H: -1.7836 -0.2629 5.8825
H: -2.4540 -1.8642 5.3721
H: -0.8285 -1.7248 5.9662
H: -2.5274 1.2104 4.0498
H: 1.0149 -1.8689 4.3868
H: 0.8600 -0.1618 4.9004
H: 3.0114 -0.2976 4.1114
H: 2.5734 1.0874 3.1249
H: 2.4367 -0.1247 0.5419
H: 4.1456 -0.4283 0.2917
H: 4.4223 1.8713 1.6397
H: 4.2541 1.7453 -0.0976
H: 2.7006 3.1613 0.4079
C: 2.2056 2.0103 -6.9051
C: 1.5917 3.2397 -7.1231
C: 0.8799 3.8499 -6.1050
C: 0.7686 3.2297 -4.8668
C: 1.3656 1.9871 -4.6553
C: 2.0923 1.3858 -5.6751
C: 1.2205 1.2817 -3.3473
O: 1.7502 0.2031 -3.1717
C: 0.4120 1.9302 -2.2829
C: 0.2164 1.2699 -1.0762
C: -0.5228 1.8684 -0.0684
C: -1.0629 3.1342 -0.2612
C: -0.8783 3.7981 -1.4631
C: -0.1489 3.1986 -2.4822
C: 0.0128 3.9092 -3.7744
O: -0.4578 5.0169 -3.9523
H: 2.7691 1.5378 -7.6997
H: 1.6714 3.7217 -8.0892
H: 0.4058 4.8080 -6.2691
H: 2.5638 0.4277 -5.5037
H: 0.6405 0.2868 -0.9237
H: -0.6779 1.3554 0.8722
H: -1.6331 3.5998 0.5324
H: -1.3030 4.7814 -1.6138

***

[6]
Formula: C25H32Br2CaF10N5SSb
Source: the Open Molecules 2025 dataset
Level of theory: wB97M-V/def2-TZVPD

Kohn-Sham gap in Ha: 0.248
Energy above the lowest of the compared OMol25 structures with the same formula, charge and spin in eV: 2.296
HOMO level in eV: -7.05
Calculated total energy in eV: -236964.1209

Element x y z (Å)
Ca: 0.1057 -0.9239 -0.8259
C: 2.3828 -2.2344 0.6943
N: 2.4073 -1.0488 -0.1647
C: 3.1920 -1.3007 -1.3974
C: 2.3444 -1.1497 -2.6656
N: 1.1324 -1.9372 -2.5125
C: 0.8818 -3.0690 -3.1871
C: 1.3898 -3.5335 -4.4167
F: 2.3293 -2.8252 -5.0787
C: 0.9328 -4.6910 -5.0274
F: 1.4424 -5.0496 -6.2088
C: -0.0610 -5.4645 -4.4541
F: -0.5260 -6.5631 -5.0670
C: -0.5768 -5.0602 -3.2319
F: -1.5401 -5.7810 -2.6330
C: -0.0958 -3.9238 -2.6314
F: -0.5846 -3.5897 -1.4017
C: 2.8674 0.1484 0.5588
C: 2.3624 0.2562 1.9955
N: 0.9206 0.3692 2.1394
C: 0.5150 0.0610 3.4258
C: 0.7355 -1.1332 4.1385
F: 1.4281 -2.1528 3.5788
C: 0.2335 -1.3927 5.4018
F: 0.4668 -2.5807 5.9731
C: -0.5316 -0.4531 6.0663
F: -1.0440 -0.7093 7.2756
C: -0.7395 0.7632 5.4428
F: -1.4221 1.7283 6.0715
C: -0.1977 1.0034 4.1951
F: -0.3368 2.2633 3.7345
H: 3.3607 -2.4463 1.1441
H: 2.0861 -3.0989 0.0973
H: 1.6607 -2.1005 1.4914
H: 3.5673 -2.3258 -1.3645
H: 4.0556 -0.6296 -1.4465
H: 2.9562 -1.4276 -3.5231
H: 2.0812 -0.0872 -2.7893
H: 2.5496 1.0214 -0.0231
H: 3.9663 0.1683 0.5991
H: 2.8759 1.1558 2.3852
H: 2.7866 -0.5698 2.5784
Br: -0.7816 1.4638 -2.2976
C: -1.0947 1.1462 -4.1871
Br: -1.3023 -0.6867 -4.7202
H: -0.2349 1.5558 -4.7011
H: -1.9984 1.6845 -4.4438
N: -3.3998 -3.2261 -1.8494
C: -3.2568 -1.9562 -1.4748
N: -3.7405 -1.0069 -2.2844
S: -2.5528 -1.5401 0.0149
H: -3.7730 -3.4867 -2.7472
H: -2.9698 -3.9395 -1.2850
H: -4.0070 -1.2046 -3.2349
H: -3.5369 -0.0523 -2.0408
C: -0.9216 5.2489 -0.8460
C: -1.6324 4.2254 0.0297
Sb: -0.4552 2.4813 0.6199
C: -2.1495 1.6928 1.7038
C: -3.0514 2.6317 2.4957
C: 1.2517 3.6266 1.2409
C: 1.2207 4.5027 2.4848
H: -1.5888 6.0627 -1.1411
H: -0.5352 4.7990 -1.7646
H: -0.0784 5.7072 -0.3283
H: -2.5101 3.8254 -0.4877
H: -1.9954 4.6996 0.9431
H: -1.7927 0.8762 2.3259
H: -2.6962 1.2439 0.8709
H: -2.4971 3.2213 3.2229
H: -3.8017 2.0589 3.0469
H: -3.5905 3.3173 1.8429
H: 1.3973 4.2375 0.3471
H: 2.0609 2.9020 1.2932
H: 0.3731 5.1900 2.4717
H: 2.1282 5.1083 2.5546
H: 1.1527 3.9045 3.3879

***

[7]
Formula: C25H32Br2N2OS7SiTa
Source: the Open Molecules 2025 dataset
Level of theory: wB97M-V/def2-TZVPD

Kohn-Sham gap in Ha: 0.247
Energy above the lowest of the compared OMol25 structures with the same formula, charge and spin in eV: 0.784
HOMO level in eV: -10.80
Charge: +1
Calculated total energy in eV: -256832.9808

Element x y z (Å)
Ta: 0.1784 -1.0270 -0.1509
S: -1.0075 -3.0217 0.2816
S: -1.2882 -4.0727 -1.4839
S: 0.6962 -4.1107 -2.0105
S: 0.9394 -2.0787 -2.2540
C: 4.3952 1.1136 -0.6843
C: 3.2361 1.8770 -0.0575
S: 1.9518 0.9343 0.8043
C: 2.8731 0.0756 2.1014
C: 3.5842 -1.2145 1.7040
S: 2.6248 -2.3239 0.6372
C: 3.8467 -2.7406 -0.6349
C: 4.7197 -1.6450 -1.2352
S: 3.8755 -0.1677 -1.8593
H: 5.0346 0.6718 0.0774
H: 5.0083 1.8425 -1.2168
H: 2.6958 2.4504 -0.8083
H: 3.6139 2.5954 0.6730
H: 2.1476 -0.1110 2.8885
H: 3.5953 0.7934 2.4940
H: 3.8374 -1.7559 2.6147
H: 4.5102 -0.9929 1.1843
H: 3.2555 -3.2229 -1.4097
H: 4.4943 -3.5087 -0.2078
H: 5.2420 -2.0899 -2.0831
H: 5.5022 -1.3230 -0.5492
C: -3.3374 1.9369 0.5867
C: -2.8811 1.2583 1.8392
C: -3.6017 1.5307 3.0275
C: -3.2634 0.9206 4.1911
C: -2.1699 0.0272 4.2040
C: -1.7240 -0.6715 5.3531
Br: -2.6078 -0.4461 7.0064
C: -0.6585 -1.5171 5.2925
C: 0.0245 -1.6928 4.0779
Br: 1.4707 -2.8962 4.0266
C: -0.3563 -1.0279 2.9390
O: 0.3107 -1.1841 1.7887
C: -1.4871 -0.1646 2.9843
N: -1.8504 0.4343 1.8149
H: -3.4136 3.0132 0.7473
H: -4.3307 1.5793 0.3072
H: -2.6640 1.7377 -0.2338
H: -4.4302 2.2249 2.9834
H: -3.8134 1.1091 5.1024
H: -0.3308 -2.0561 6.1694
C: 1.0320 1.8469 -3.0605
Si: -0.4706 1.8609 -1.9520
C: -0.2376 2.9891 -0.4631
C: -1.9470 2.4495 -2.9439
N: -0.7749 0.1693 -1.3899
C: -1.8049 -0.5021 -2.1677
C: -2.9622 -0.9555 -1.5450
C: -3.9629 -1.5707 -2.2852
C: -3.8232 -1.7259 -3.6544
C: -2.6684 -1.2732 -4.2797
C: -1.6626 -0.6731 -3.5431
H: 1.2176 2.8487 -3.4570
H: 0.8875 1.1765 -3.9098
H: 1.9312 1.5081 -2.5507
H: 0.7411 3.4721 -0.4434
H: -0.3847 2.4824 0.4903
H: -0.9797 3.7874 -0.5248
H: -2.0831 3.5209 -2.7801
H: -2.8772 1.9470 -2.6770
H: -1.7905 2.2937 -4.0121
H: -3.0692 -0.8426 -0.4753
H: -4.8544 -1.9265 -1.7849
H: -4.6041 -2.2018 -4.2318
H: -2.5453 -1.3973 -5.3474
H: -0.7554 -0.3467 -4.0342